Density functional theory data (ωB97M-V with the def2-TZVPD basis set) for a molecular structure, C24H72CsO12 in a non-equilibrium geometry.

```
109
Properties=species:S:1:pos:R:3:lowdin_charge:R:1
Cs 0.375 -0.709 -0.550 1.069
C 1.970 4.901 4.297 -0.058
C 1.894 3.333 4.547 -0.270
O 1.793 2.676 3.325 -0.094
H 2.466 5.466 5.086 0.069
H 0.975 5.347 4.312 0.055
H 2.488 5.158 3.373 0.068
H 1.012 3.131 5.156 0.112
H 2.818 3.009 5.024 0.119
H 0.868 2.675 3.067 0.075
C 5.141 0.377 -0.094 -0.083
C 6.107 -0.226 0.859 -0.345
O 5.867 0.295 2.133 -0.070
H 5.234 1.461 -0.025 0.081
H 4.184 0.012 0.281 0.061
H 5.171 0.169 -1.163 0.074
H 7.156 -0.109 0.587 0.118
H 5.997 -1.301 1.000 0.109
H 4.953 0.098 2.353 0.047
C -4.419 1.740 0.009 -0.042
C -3.166 0.863 -0.262 -0.284
O -2.197 1.508 -1.073 -0.130
H -4.956 2.138 -0.852 0.081
H -4.222 2.554 0.706 0.060
H -5.144 1.121 0.538 0.069
H -3.412 -0.053 -0.799 0.094
H -2.672 0.445 0.616 0.087
H -1.724 2.141 -0.527 0.046
C -2.697 -6.906 -0.460 -0.063
C -1.270 -6.424 -0.257 -0.347
O -1.316 -5.231 0.374 -0.078
H -3.356 -6.228 -1.002 0.065
H -3.141 -7.203 0.491 0.083
H -2.762 -7.749 -1.148 0.078
H -0.666 -6.264 -1.150 0.114
H -0.795 -7.156 0.397 0.123
H -1.251 -5.536 1.281 0.108
C 2.116 -0.634 -5.142 -0.051
C 1.844 0.310 -3.916 -0.322
O 0.516 0.141 -3.511 -0.185
H 1.990 -1.677 -4.853 0.064
H 3.145 -0.434 -5.439 0.074
H 1.560 -0.334 -6.031 0.077
H 2.109 1.343 -4.140 0.114
H 2.443 -0.016 -3.065 0.090
H 0.030 0.482 -4.266 0.077
C -4.315 -2.697 -0.501 -0.056
C -3.193 -2.943 -1.466 -0.359
O -2.052 -2.690 -0.812 -0.182
H -5.300 -2.484 -0.918 0.085
H -4.027 -2.041 0.320 0.063
H -4.473 -3.626 0.047 0.073
H -3.053 -2.279 -2.319 0.119
H -3.126 -3.933 -1.916 0.115
H -1.682 -3.483 -0.418 0.040
C -1.523 5.947 0.357 -0.037
C -1.737 4.949 1.583 -0.286
O -1.396 3.655 1.190 -0.087
H -1.744 6.986 0.601 0.076
H -2.261 5.685 -0.401 0.072
H -0.512 5.803 -0.024 0.060
H -2.682 5.180 2.076 0.114
H -0.994 5.227 2.330 0.093
H -1.408 3.127 1.992 0.088
C 1.936 -2.236 3.223 -0.073
C 2.082 -0.831 3.687 -0.317
O 2.698 -0.101 2.656 -0.102
H 1.520 -2.901 3.980 0.082
H 2.881 -2.592 2.815 0.084
H 1.230 -2.315 2.396 0.052
H 2.771 -0.646 4.511 0.128
H 1.127 -0.339 3.870 0.092
H 2.527 0.822 2.857 0.048
C 2.349 -3.922 -2.536 -0.082
C 1.808 -4.226 -1.153 -0.287
O 2.558 -3.487 -0.135 -0.108
H 1.733 -4.328 -3.338 0.083
H 3.260 -4.467 -2.782 0.076
H 2.700 -2.909 -2.732 0.066
H 1.607 -5.284 -0.988 0.113
H 0.801 -3.806 -1.152 0.061
H 3.025 -4.092 0.447 0.082
C -1.456 -2.241 4.211 -0.043
C -1.758 -1.867 2.728 -0.279
O -0.841 -0.920 2.224 -0.224
H -0.505 -1.819 4.536 0.055
H -1.503 -3.285 4.521 0.079
H -2.244 -1.687 4.721 0.072
H -2.726 -1.403 2.539 0.109
H -1.682 -2.776 2.130 0.101
H -0.975 -0.108 2.719 0.083
C -3.574 3.252 -5.733 -0.061
C -2.931 2.069 -4.879 -0.300
O -3.208 2.246 -3.515 -0.094
H -4.646 3.331 -5.555 0.069
H -3.366 3.146 -6.797 0.065
H -3.141 4.173 -5.342 0.063
H -1.842 2.029 -4.924 0.099
H -3.468 1.170 -5.181 0.103
H -2.439 1.859 -3.091 0.040
C 2.410 3.959 0.135 -0.051
C 1.558 3.284 -0.978 -0.294
O 0.788 2.352 -0.317 -0.203
H 1.727 4.410 0.855 0.060
H 2.947 4.752 -0.385 0.080
H 3.096 3.266 0.622 0.077
H 2.219 2.776 -1.680 0.110
H 0.901 3.952 -1.534 0.116
H 0.473 2.658 0.537 0.043
```

Charge: +1
HOMO energy in eV: -11.6
ΔE to the lowest compared entry with this formula, charge and spin in kJ/mol: 81.7
Kohn-Sham gap in eV: 8.870
E_LUMO in eV: -2.709
Total energy in eV: -51164.6958